Formula: C6H11BrN
Source: the OMol25 dataset
Level of theory: wB97M-V/def2-TZVPD

XYZ file:
```
19
C6H11BrN wB97M-V/def2-TZVPD
C -0.38971 0.30407 -3.65622
C -0.02707 -1.90758 4.04575
C -0.43079 0.92205 -2.50460
C -0.13803 -0.78047 4.45336
C 0.64199 0.70032 -1.37441
C 0.49997 0.04238 1.13446
N -0.09547 0.54506 -0.10359
Br 1.10935 -1.77138 1.08164
H -1.06512 0.55030 -4.54804
H 0.40117 -0.31105 -3.99281
H -0.16711 -2.91009 4.28940
H 0.63823 -2.02025 2.95265
H -1.11888 1.72994 -2.30309
H -0.38189 0.26809 4.46273
H 1.43859 1.41461 -1.30645
H 1.23102 -0.25615 -1.63975
H 1.27785 0.66709 1.67361
H -0.32744 1.55319 0.16018
H -1.09727 0.06043 -0.16288
```

Computed properties:
Strongest force on any atom = 4.28 eV/A
Net charge = +1
Kohn-Sham gap (alpha / beta) = 6.20 / 6.21 eV

***

Formula: C6H11BrO4
Source: the OMol25 dataset
Level of theory: wB97M-V/def2-TZVPD

XYZ file:
```
22
C6H11BrO4 wB97M-V/def2-TZVPD
C 0.96764 1.80891 -0.34759
C 1.94508 0.92945 -0.78143
C -0.51201 0.52297 0.38415
C 0.15826 -1.76207 -0.08215
C -0.50418 -1.93629 -1.36275
C -1.33141 1.02797 1.59052
O 0.07613 -0.68618 0.68276
O 0.24707 2.41414 -1.32690
O 1.13107 -2.57492 0.35322
O -2.31015 0.13788 1.90040
Br 3.08156 0.09750 0.38868
H 1.11905 2.28714 0.60561
H 1.74995 0.23703 -1.68671
H -1.02108 0.63688 -0.57446
H 0.23914 -1.72403 -2.16908
H -1.40933 -1.43589 -1.45079
H -0.50993 -3.02468 -1.50606
H -1.81946 1.93964 1.34355
H -0.57625 1.27220 2.39759
H -0.52954 2.60969 -0.88568
H 1.76191 -2.06117 0.82228
H -1.95351 -0.71616 1.70485
```

Computed properties:
Strongest force on any atom = 3.87 eV/A
Net charge = 0
Kohn-Sham gap (alpha / beta) = 7.42 / 5.96 eV

***

Formula: C6H11BrSi
Source: the OMol25 dataset
Level of theory: wB97M-V/def2-TZVPD

XYZ file:
```
19
C6H11BrSi wB97M-V/def2-TZVPD
C -1.52492 2.89995 0.54122
C -1.41135 1.68137 0.59553
C 1.51266 -0.06719 1.36401
C -0.01462 -2.15604 -0.43175
C 0.81908 0.45552 -1.81838
C -1.34567 0.34513 0.24789
Si 0.29452 -0.33440 -0.17264
Br -2.98757 -0.35943 -0.58673
H -1.72165 3.90255 0.83636
H 0.92958 0.51845 2.08802
H 1.69031 -1.01217 1.87890
H 2.48043 0.14960 1.18993
H 0.93069 -2.64070 -0.53477
H -0.56162 -2.58877 0.40092
H -0.53526 -2.21357 -1.36156
H 1.53469 -0.19101 -2.32308
H 0.00517 0.62021 -2.46415
H 1.23412 1.42778 -1.55046
H -1.32860 -0.43727 2.10074
```

Computed properties:
Strongest force on any atom = 4.54 eV/A
Net charge = 0
Kohn-Sham gap (alpha / beta) = 8.34 / 8.02 eV

***

Formula: C6H11Cl
Source: the OMol25 dataset
Level of theory: wB97M-V/def2-TZVPD

XYZ file:
```
18
C6H11Cl wB97M-V/def2-TZVPD
C -0.34342 1.26364 1.50369
C 0.57393 0.76377 2.19925
C -1.40127 0.25751 -1.27093
C 0.04414 -1.63926 -0.05944
C 1.13284 0.21791 -1.25006
C -0.16811 -0.37881 -0.72658
Cl 0.62271 1.09042 3.95515
H -1.14277 1.93900 1.66551
H 1.19733 -0.04483 2.04263
H -1.75901 -0.18906 -2.19065
H -1.22171 1.33900 -1.54992
H -2.13072 0.15653 -0.49617
H 1.06075 -1.93678 0.08577
H -0.36281 -1.59134 0.92109
H -0.53330 -2.34911 -0.68348
H 1.93194 -0.55573 -1.47260
H 1.06504 0.73808 -2.20115
H 1.43444 0.91904 -0.47211
```

Computed properties:
Strongest force on any atom = 4.17 eV/A
Net charge = 0
Kohn-Sham gap (alpha / beta) = 6.62 / 9.29 eV

***

Formula: C6H11Cl13
Source: the OMol25 dataset
Level of theory: wB97M-V/def2-TZVPD

XYZ file:
```
30
C6H11Cl13 wB97M-V/def2-TZVPD
C 1.25007 5.65036 -2.74741
Cl 2.82533 5.33034 -2.06372
Cl -0.08577 5.37123 -1.66188
Cl 1.12692 4.65104 -4.26743
H 1.25011 6.70184 -3.03461
C 3.00038 -7.02577 -1.37526
Cl 4.40128 -7.00901 -0.16828
Cl 1.71527 -7.61526 -0.29328
H 2.74705 -6.00385 -1.65741
H 3.15728 -7.71902 -2.20164
C -0.17743 0.17900 -0.48904
Cl -1.17245 0.05337 0.94566
Cl 0.13237 -1.47164 -1.13745
H -0.68811 0.79724 -1.22733
H 0.75001 0.69817 -0.24733
C 5.59790 0.77934 4.42744
Cl 4.79208 0.19680 2.95125
Cl 7.35755 1.06935 4.27657
H 5.17045 1.76992 4.58276
H 5.33429 0.06861 5.21069
C -4.18269 0.51002 -5.41890
Cl -4.91405 -0.33856 -4.01808
Cl -3.92759 -0.66357 -6.71143
H -4.76956 1.27129 -5.93284
H -3.26001 1.00768 -5.12042
C -5.54812 0.36830 5.29640
Cl -4.72168 1.54824 6.42057
Cl -5.96272 -1.10155 6.18771
H -6.43461 0.84516 4.87827
H -4.76356 0.08091 4.59643
```

Computed properties:
Strongest force on any atom = 2.07 eV/A
Net charge = 0
Kohn-Sham gap = 10.63 eV

***

Formula: C6H11Cl2O2Si
Source: the OMol25 dataset
Level of theory: wB97M-V/def2-TZVPD

XYZ file:
```
22
C6H11Cl2O2Si wB97M-V/def2-TZVPD
C 1.05649 -1.21101 1.23706
C -0.95159 1.63515 -0.64827
C -1.66139 0.54440 1.42974
C -0.71067 -1.66022 -0.78197
C -0.48667 0.86178 0.55570
C 0.37493 -0.34019 0.19303
O 2.28665 -1.41323 0.68285
O 0.60687 -1.83618 2.15272
Si 2.16878 -0.34222 -0.63390
Cl 4.26993 -0.62188 -0.96677
Cl 2.42925 1.72785 -0.75212
H -0.76392 2.72720 -0.48365
H -0.35083 1.45518 -1.49208
H -1.97192 1.29000 -1.16267
H -2.35216 0.24630 0.67938
H -1.45487 -0.23275 2.08084
H -1.99451 1.49182 1.97514
H -0.16945 -2.60546 -0.87583
H -1.63475 -1.50434 -0.23651
H -0.65509 -1.10112 -1.78397
H 0.29987 1.54607 1.00979
H 1.66506 -0.65714 -2.17852
```

Computed properties:
Strongest force on any atom = 5.07 eV/A
Net charge = -1
Kohn-Sham gap = 8.49 eV

***

Formula: C6H11ClF5RuZn
Source: the OMol25 dataset
Level of theory: wB97M-V/def2-TZVPD

XYZ file:
```
25
C6H11ClF5RuZn wB97M-V/def2-TZVPD
Ru -0.09796 1.75294 0.05995
Cl -1.01636 3.75194 -0.38429
C -1.66715 0.72657 -0.42372
H -1.52699 -0.34098 -0.80156
H -2.13400 1.35203 -1.30021
H -2.36233 0.75405 0.47116
Zn 1.08530 -0.40302 -2.37632
C 2.24023 0.61028 -3.87360
C -0.76584 -0.89549 -3.11118
C 1.86995 -1.16859 -0.74325
H -0.82250 -2.00523 -3.35823
H -1.54019 -0.62386 -2.41768
H -0.93017 -0.36739 -4.05020
H 2.53853 -0.07046 -4.69692
H 1.53076 1.41740 -4.33678
H 3.14865 1.10610 -3.44598
H 1.36352 -1.93295 -0.12687
H 2.59995 -0.43388 -0.03310
F -1.50882 1.44815 2.55740
C -0.22242 1.49062 1.97750
F 0.50775 2.46294 2.74406
C 0.45163 0.12439 2.16421
F 0.28113 -0.14366 3.50665
F -0.09648 -0.94235 1.44975
F 1.78250 0.19014 1.88999
```

Computed properties:
Strongest force on any atom = 5.08 eV/A
Net charge = -2
Spin multiplicity = 6
Kohn-Sham gap (alpha / beta) = 4.07 / 6.01 eV

***

Formula: C6H11ClN2
Source: the OMol25 dataset
Level of theory: wB97M-V/def2-TZVPD

XYZ file:
```
20
C6H11ClN2 wB97M-V/def2-TZVPD
C 1.77828 0.80704 -0.65569
C 1.57794 1.05574 0.66181
C 0.32142 0.37307 -1.21257
C 0.43572 -0.66818 -2.33324
C -0.01562 0.12884 2.27630
C -1.75675 0.02779 -0.06218
N 0.25230 0.77568 0.98261
N -0.30776 -0.05753 -0.09509
Cl -0.35705 1.95732 -2.14598
H 2.55499 1.20774 -1.19036
H 2.14980 1.44005 1.37750
H -0.57641 -0.71495 -2.80832
H 0.71431 -1.75198 -2.06110
H 0.98837 -0.28327 -3.16290
H 0.58369 0.65162 3.11070
H -1.11679 0.11773 2.40886
H 0.35853 -0.92055 2.35640
H -2.04240 0.95532 -0.20651
H -2.11403 -0.67507 -0.89017
H -2.10048 -0.52367 0.89600
```

Computed properties:
Strongest force on any atom = 7.44 eV/A
Net charge = 0
Spin multiplicity = 3
Kohn-Sham gap (alpha / beta) = 5.58 / 7.77 eV

***

Formula: C6H11ClN2OS
Source: the OMol25 dataset
Level of theory: wB97M-V/def2-TZVPD

XYZ file:
```
22
C6H11ClN2OS wB97M-V/def2-TZVPD
C -3.35946 0.97153 -1.19532
C -2.98841 0.17785 0.69372
C -2.85258 -0.70999 1.84513
C 2.56867 -0.56284 -0.08900
C 1.73359 0.39694 -0.85850
C 4.03765 -0.18488 -0.15640
N -3.00387 1.97664 -0.45483
N -2.78485 1.42660 0.76627
O -3.39348 -0.17202 -0.54688
S 0.01616 -0.31646 -0.66261
Cl 4.36412 1.44812 0.56730
H -3.59704 1.16659 -2.17742
H 0.02276 -1.05253 -1.80822
H -2.00067 -1.39189 1.63194
H -3.67278 -1.52305 2.04501
H -2.84845 -0.22895 2.80651
H 2.63952 -1.49289 -0.50682
H 2.36971 -0.78959 0.97753
H 1.82702 0.39870 -1.86082
H 1.63671 1.30401 -0.33100
H 4.52646 0.08943 -1.16911
H 4.75922 -0.93131 0.48353
```

Computed properties:
Strongest force on any atom = 5.36 eV/A
Net charge = 0
Kohn-Sham gap = 9.83 eV

***

Formula: C6H11ClNO
Source: the OMol25 dataset
Level of theory: wB97M-V/def2-TZVPD

XYZ file:
```
20
C6H11ClNO wB97M-V/def2-TZVPD
C 1.65754 -0.69637 -1.71880
C -1.30331 0.43363 0.45522
C 1.39666 2.01420 0.49136
C -1.60207 -2.03782 1.33196
C 0.67607 1.13447 -0.50642
C -2.11058 -0.66967 1.04649
N 1.56593 0.59820 -1.54878
O -0.08028 0.02377 0.10495
Cl -2.76714 -0.49496 -0.64082
H 2.17622 -1.17069 -2.52802
H 1.31779 -1.29222 -0.88211
H 0.84616 2.50208 1.38141
H 2.23156 1.33051 0.82303
H 1.77387 2.84797 -0.13126
H -2.17680 -2.51978 2.06103
H -0.55119 -2.13123 1.46333
H -1.89371 -2.63540 0.45237
H 1.91266 1.29420 -2.26479
H -0.04256 1.69508 -0.93271
H -3.02683 -0.22597 1.54257
```

Computed properties:
Strongest force on any atom = 3.75 eV/A
Net charge = +1
Kohn-Sham gap = 6.51 eV

***

Formula: C6H11ClO
Source: the OMol25 dataset
Level of theory: wB97M-V/def2-TZVPD

XYZ file:
```
19
C6H11ClO wB97M-V/def2-TZVPD
C 2.30342 0.05520 -0.45417
C 3.05531 -0.42675 0.76134
C -2.28843 -0.83613 -0.87318
C -0.99654 1.39800 1.04873
C -0.88243 -0.57186 -0.49174
C -0.59587 0.81243 -0.18189
O 2.67127 -0.20660 -1.53147
Cl -0.76044 1.75188 -1.61390
H 2.65192 -1.30611 1.15785
H 2.82011 0.36372 1.41971
H 4.11932 -0.54927 0.52507
H -2.43980 -0.62993 -2.00853
H -2.53558 -1.91921 -0.78361
H -3.04542 -0.33093 -0.26726
H -2.06499 1.29986 1.21555
H -0.57664 0.85670 1.96002
H -0.72518 2.47730 1.21869
H -0.02492 -0.86555 -1.25386
H -0.68510 -1.37275 0.15267
```

Computed properties:
Strongest force on any atom = 3.99 eV/A
Net charge = 0
Kohn-Sham gap (alpha / beta) = 8.52 / 7.58 eV

***

Formula: C6H11ClO
Source: the OMol25 dataset
Level of theory: wB97M-V/def2-TZVPD

XYZ file:
```
19
C6H11ClO wB97M-V/def2-TZVPD
C -0.77086 -1.68329 1.18846
C 0.46674 -0.97548 0.76667
C 0.32500 0.08987 -0.33083
C 1.73543 0.50915 -0.75902
C -0.52863 1.22833 0.10561
C -1.35403 1.05999 -1.13765
H -0.72902 -2.30136 1.98882
H -1.58485 -1.10058 1.39683
H -1.42689 -2.01992 0.22564
H 0.96813 -0.52036 1.67568
H 2.24902 -0.17177 -1.56096
H 2.50885 0.90112 0.06050
H 1.69416 1.53300 -1.12444
H -0.94023 0.77163 1.12560
H 0.06343 2.08956 0.56689
H -2.47031 1.03473 -1.01552
H -1.19014 1.70553 -2.01947
O -0.66286 -0.05339 -1.44158
Cl 1.64705 -2.09674 0.28876
```

Computed properties:
Strongest force on any atom = 5.80 eV/A
Net charge = 0
Kohn-Sham gap = 10.60 eV

***

Q: Among the records above, which one has the highest strongest force on any atom?
A: C6H11ClN2